{"formula": "C20H19N5OS", "method": "ωB97M-V/def2-TZVPD", "smiles": "C=CCn1c(SCc2nc3ccccc3[nH]2)nnc1-c1cccc(OC)c1", "charge": 0, "largest_force_ev_per_a": 1.2, "homo_lumo_gap_ev": 8.728, "e_above_lowest_ev": 1.6518, "total_energy_ha": -1520.7379, "symbols": ["N", "N", "C", "C", "C", "C", "C", "N", "H", "C", "H", "C", "H", "C", "H", "H", "H", "C", "H", "H", "C", "O", "H", "H", "H", "H", "C", "H", "C", "C", "H", "C", "C", "H", "C", "N", "N", "H", "C", "H", "C", "H", "C", "S", "H", "C"], "xyz": [[-0.88906, 0.28880, -1.40666], [0.19516, -0.50103, -1.44503], [1.30763, 2.09159, 0.77882], [7.22332, 0.03441, -0.54510], [1.13681, 0.05179, -0.73133], [-5.57162, 0.17462, -0.04447], [-0.60149, 1.32084, -0.65367], [-5.09626, 1.42783, -0.33291], [-2.61134, 2.06183, -2.35026], [-6.02918, -2.52324, 0.31279], [0.11634, 1.48506, 2.51828], [-3.05019, 2.31301, -1.38553], [2.36835, 2.19170, 0.54460], [1.13237, 1.49827, 2.14816], [3.13703, 0.97883, 2.47723], [1.68032, -2.43177, 0.01497], [-7.88803, -1.91868, 1.17940], [3.60544, 0.24660, -0.71008], [-3.59936, 3.25131, -1.43157], [-2.69121, -0.39702, -1.35120], [4.97154, -1.62798, -0.07512], [5.91698, 0.53371, -0.70615], [-6.23923, -3.57139, 0.46786], [5.93401, -2.07992, 0.10420], [1.96768, 0.54464, 3.81767], [7.88625, 0.86354, -0.78677], [-6.76391, -0.22396, 0.55053], [-4.11062, -2.88249, -0.59733], [2.57366, -1.84338, -0.11672], [4.86733, -0.30468, -0.48991], [-7.49021, 0.50835, 0.86456], [-4.62220, -0.79502, -0.45612], [-4.84043, -2.15242, -0.28118], [0.82139, 3.07050, 0.71938], [3.82396, -2.38540, 0.09899], [-3.59122, -0.08006, -0.99984], [0.68353, 1.23817, -0.20487], [3.55508, 1.26236, -1.07132], [2.12415, 0.98051, 2.84632], [3.91604, -3.41537, 0.40937], [-6.97254, -1.57580, 0.71978], [7.42144, -0.79798, -1.22741], [2.46250, -0.51213, -0.51290], [-1.64439, 2.65126, -0.25339], [7.40749, -0.28636, 0.48525], [-3.93330, 1.23656, -0.89128]], "lowdin_charge": [-0.0032, 0.0936, -0.1529, -0.0867, -0.2578, -0.2358, -0.6117, 0.1598, 0.0851, -0.1057, 0.1046, -0.3555, 0.1132, -0.1423, 0.0614, 0.1134, 0.0953, 0.0402, 0.0828, 0.1155, -0.0193, -0.0827, 0.0963, 0.1030, 0.0582, 0.0938, -0.0237, 0.1067, -0.0297, -0.2684, 0.1068, -0.1903, -0.0269, 0.1021, -0.0658, 0.1573, -0.0020, 0.1282, 0.0305, 0.1079, -0.1068, 0.0972, -0.1582, 0.9918, 0.0954, -0.4147]}

{"formula": "C20H19NO4", "method": "ωB97M-V/def2-TZVPD", "smiles": "Cc1cc(=O)oc2cc(OCC(=O)NCCc3ccccc3)ccc12", "charge": 0, "largest_force_ev_per_a": 0.9, "homo_lumo_gap_ev": 8.674, "e_above_lowest_ev": 0.4148, "total_energy_ha": -1129.2816, "symbols": ["H", "H", "H", "C", "H", "C", "C", "C", "H", "C", "C", "C", "C", "O", "H", "C", "O", "H", "C", "H", "H", "H", "H", "C", "C", "C", "H", "H", "H", "O", "H", "H", "O", "C", "C", "H", "N", "C", "C", "H", "H", "C", "C", "C"], "xyz": [[1.11002, 2.71233, -2.10069], [1.42537, -1.44340, -1.19972], [5.17517, -0.54679, 0.94969], [-4.22793, -1.77368, -1.05706], [0.05561, 0.49840, -1.80479], [-1.15442, -0.96744, 0.67078], [1.71391, 1.85464, -1.84232], [3.26890, -0.35156, -1.15588], [-5.16031, 2.30984, 0.47366], [-4.86596, -0.47309, -1.06345], [-4.99187, 1.95235, -0.54111], [4.41946, -1.32429, 0.82152], [3.08480, 0.42194, 1.85673], [-4.68857, -2.78043, -1.53318], [5.02066, -1.59694, -1.23247], [-2.31210, 1.54504, 0.71384], [-2.99540, -1.85171, -0.45623], [4.78504, -2.25771, 1.25747], [-2.40428, -0.77423, 0.10041], [4.91988, 1.00928, -1.20454], [3.54988, 2.95469, -1.81290], [1.46585, 1.73666, 1.53645], [-5.94975, 1.87291, -1.04724], [3.08297, 1.99010, -1.68085], [-4.30363, 0.62708, -0.51573], [1.63249, 0.83384, 2.13270], [-0.71391, -1.95042, 0.65624], [3.52587, -2.44332, -0.80349], [-0.58437, 2.19073, 1.76042], [3.98095, 1.23263, 1.93986], [1.52156, 1.08754, 3.19446], [-4.37970, 2.68704, -1.06198], [0.74329, -0.20261, 1.77208], [1.89688, -0.47938, -1.33156], [3.85490, 0.89451, -1.34046], [-5.83279, -0.43992, -1.54053], [3.24863, -0.87440, 1.53853], [-0.47405, 0.09447, 1.25490], [4.08859, -1.51693, -0.67158], [-2.75628, 2.52702, 0.74540], [2.40739, -1.42484, 1.43599], [1.12237, 0.61473, -1.67572], [-1.07410, 1.35710, 1.28370], [-3.00715, 0.49697, 0.10340]], "lowdin_charge": [0.1009, 0.1127, 0.1194, -0.4429, 0.1029, 0.0813, -0.0880, -0.2451, 0.0926, 0.0596, -0.0336, -0.1559, -0.4788, 0.1159, 0.1177, -0.0041, 0.1310, 0.1190, -0.1799, 0.1201, 0.1045, 0.1292, 0.0826, -0.0744, -0.2017, -0.0730, 0.1368, 0.1119, 0.1106, 0.0691, 0.1467, 0.0924, -0.0474, -0.0483, -0.0405, 0.1259, 0.0728, -0.2622, -0.1225, 0.1133, 0.1373, -0.0843, -0.0069, -0.1168]}

{"formula": "C20H19NO6", "method": "ωB97M-V/def2-TZVPD", "smiles": "O=C(O)C/C=C(\\NC(=O)OCc1ccccc1)C(=O)OCc1ccccc1", "charge": 0, "largest_force_ev_per_a": 0.7, "homo_lumo_gap_ev": 9.646, "e_above_lowest_ev": 0.0794, "total_energy_ha": -1279.7832, "symbols": ["C", "C", "H", "C", "H", "C", "H", "H", "O", "O", "H", "H", "C", "C", "C", "C", "C", "C", "H", "H", "C", "C", "O", "C", "O", "C", "C", "H", "H", "C", "H", "C", "H", "H", "O", "H", "H", "C", "H", "C", "O", "N", "H", "H", "H", "C"], "xyz": [[-1.41720, 2.21026, -0.16302], [5.04355, -0.27717, -0.63732], [-1.09909, -4.58088, -0.72509], [-3.85412, 2.44942, -0.70791], [1.04745, -1.86363, 0.43622], [-0.84677, -2.78087, 2.12100], [5.91172, 0.99756, -2.12124], [-4.63893, 3.16920, -0.48731], [-0.58237, -1.19214, -0.63487], [-3.21535, 1.30789, -2.73177], [5.75736, -1.07331, -0.79038], [-2.44912, 4.00364, 0.03135], [-0.64331, -3.14650, 0.79571], [3.20755, 1.77112, -0.24471], [2.19621, 2.86143, -0.03035], [-0.13890, 2.84217, 0.30227], [0.19148, -2.27665, -0.10748], [-2.52015, 2.96242, -0.23708], [-4.26807, 3.07328, -3.84498], [0.53594, -2.83301, -0.98186], [-2.03920, -5.07593, 1.13258], [4.03881, -0.41638, 0.30614], [-4.36540, 3.20828, -2.88813], [3.12800, 0.60478, 0.50733], [-0.08273, 3.72129, 1.12249], [4.21187, 1.90319, -1.19304], [5.13019, 0.88477, -1.38413], [-2.50342, -5.97088, 0.74474], [-1.79392, -3.26825, 3.97338], [-2.23617, -4.70866, 2.45291], [2.17223, 3.18487, 1.01725], [-1.64098, -3.55911, 2.94456], [-1.93380, 0.57741, -1.33584], [4.27893, 2.80667, -1.78220], [0.05758, 0.14649, 1.07573], [2.33819, 0.50085, 1.23567], [2.41028, 3.73055, -0.66246], [-1.24911, -4.29605, 0.30627], [-0.38521, -1.88126, 2.50003], [-0.55914, -0.04193, 0.05852], [0.89840, 2.36395, -0.37683], [-1.36367, 0.87548, -0.55069], [-4.07028, 1.49090, -0.23137], [3.96956, -1.32249, 0.89071], [-2.85366, -5.31715, 3.09726], [-3.77524, 2.23439, -2.20202]], "lowdin_charge": [-0.1412, -0.0921, 0.1121, -0.0705, 0.1209, -0.0285, 0.1009, 0.1215, 0.0446, 0.1005, 0.1001, 0.1247, -0.1941, -0.1920, -0.0952, -0.4502, -0.1046, 0.0102, 0.1382, 0.1320, -0.0852, -0.0795, 0.1287, -0.0296, 0.1305, -0.0396, -0.0863, 0.1012, 0.1029, -0.0916, 0.1375, -0.0773, 0.1319, 0.1099, 0.1024, 0.1050, 0.1360, -0.0391, 0.1091, -0.5252, 0.0273, 0.1804, 0.1350, 0.1026, 0.1005, -0.5248]}